{
  "formula": "C6H12IrN2PS",
  "method": "ωB97M-V/def2-TZVPD",
  "species": ["C", "C", "C", "C", "C", "Ir", "P", "H", "H", "H", "H", "H", "H", "H", "H", "N", "C", "N", "S", "H", "H", "H", "H"],
  "positions_angstrom": [[0.313, 0.741, -2.581], [0.078, -0.011, -3.728], [-0.254, -1.374, -3.713], [-0.353, -2.165, -2.552], [-0.230, -1.732, -1.242], [0.023, 0.124, -0.746], [0.105, 2.236, 0.106], [0.681, 1.776, -2.776], [0.215, 0.526, -4.672], [-0.379, -1.879, -4.675], [-0.274, -2.554, -0.489], [-0.513, -3.239, -2.639], [-1.082, 2.640, 0.846], [0.232, 3.239, -0.896], [1.268, 2.450, 0.954], [-0.055, -1.128, 4.063], [0.005, -0.151, 3.118], [-0.028, 1.092, 3.635], [0.279, -0.693, 1.505], [-0.020, -0.918, 5.040], [0.001, -2.100, 3.757], [-0.001, 1.926, 3.045], [-0.012, 1.194, 4.639]],
  "forces_ev_per_angstrom": [[1.2, 4.0, 1.7], [-1.0, -3.2, -2.7], [0.3, 0.9, -0.6], [-0.4, -1.8, -4.0], [0.2, -0.3, 4.1], [-0.7, -1.3, 1.0], [0.1, 2.0, 0.3], [0.0, -0.9, 0.3], [-0.2, -0.5, 0.2], [0.1, 0.2, 0.3], [0.2, 0.8, -0.4], [-0.1, 0.2, -0.5], [1.1, 0.1, -0.2], [0.0, 0.1, 0.6], [-1.1, 0.3, -0.4], [0.0, -0.1, -1.7], [0.3, -0.1, 1.5], [0.0, 0.0, -1.2], [0.1, -0.5, 0.8], [-0.1, 0.0, 0.3], [0.0, 0.6, 0.3], [0.0, -0.6, 0.5], [-0.1, 0.3, -0.2]],
  "lowdin_spin": [0.75, 0.47, 0.26, 0.59, 0.72, 1.76, 0.07, 0.05, 0.02, 0.00, 0.05, 0.02, 0.01, 0.00, 0.00, 0.02, 0.04, 0.01, 0.15, 0.00, 0.00, 0.00, 0.00],
  "charge": 1,
  "gap_ev": [4.18, 6.54],
  "e_homo_ev": [-7.262, -12.722],
  "s_squared": 8.77,
  "spin_multiplicity": 6,
  "e_above_lowest_kcal_mol": 37.3,
  "e_tot_ha": -1188.63919
}

{
  "formula": "C6H12N",
  "method": "ωB97M-V/def2-TZVPD",
  "species": ["C", "C", "C", "C", "C", "C", "N", "H", "H", "H", "H", "H", "H", "H", "H", "H", "H", "H", "H"],
  "positions_angstrom": [[2.265, -1.446, 0.163], [0.977, -1.150, 0.448], [1.281, 1.252, 0.130], [0.741, 0.704, -1.166], [-2.264, -0.513, 0.434], [-2.762, 0.672, -0.010], [0.383, 0.113, 0.133], [2.941, -0.738, -0.549], [2.707, -2.334, 0.531], [2.314, 1.154, 0.551], [0.801, 2.133, 0.386], [0.014, 1.113, -1.695], [1.414, 0.097, -1.694], [-2.351, -0.667, 1.488], [0.321, -1.716, 1.040], [-1.776, -1.124, -0.289], [-2.893, 0.971, -1.029], [-3.356, 1.314, 0.747], [-0.758, 0.166, 0.379]],
  "forces_ev_per_angstrom": [[-0.7, 2.6, -1.7], [2.7, -0.1, -0.3], [0.5, 0.3, -0.8], [3.8, -1.3, 3.0], [-1.1, 2.7, -0.9], [-1.8, -0.3, 2.5], [-1.7, -0.4, 0.0], [-1.7, -1.9, 2.0], [0.3, -0.7, 0.1], [-1.2, -0.4, -0.8], [-0.8, 1.6, 0.8], [-3.2, 2.2, -2.0], [0.5, -0.8, -0.8], [0.2, -0.8, 0.4], [-0.5, -1.1, 0.7], [0.0, -1.1, -0.1], [0.5, 0.0, -0.5], [1.3, -0.9, -1.3], [2.8, 0.5, -0.3]],
  "nbo_charge": [-0.35, -0.06, -0.21, -0.20, -0.50, -0.29, -0.44, 0.22, 0.25, 0.27, 0.23, 0.23, 0.23, 0.25, 0.23, 0.22, 0.22, 0.23, 0.48],
  "charge": 1,
  "gap_ev": 11.28,
  "e_homo_ev": -14.535,
  "e_above_lowest_kcal_mol": 96.1,
  "e_tot_ha": -290.16882
}